# C11H23ClNO

A cluster of 2 separate species, C11H23ClNO in total (the ωB97M-V functional and the def2-TZVPD basis, OMol25).

Geometry as XYZ:
```
37
Properties=species:S:1:pos:R:3:forces:R:3
Cl 2.75619 1.65328 -1.42801 -0.502 0.163 -0.246
O 0.41205 -1.08191 -0.10760 0.801 -2.549 -0.897
N 0.03630 0.61614 1.29065 1.909 1.296 1.757
C -2.15230 0.86864 2.29463 -0.306 1.361 -3.366
C 0.21837 1.02861 -2.46175 0.673 -1.088 1.170
C 1.41740 -2.09252 -0.66013 0.701 0.856 0.545
C -1.39836 0.67518 0.90173 -0.744 0.287 -1.738
C 0.96036 1.66182 -1.26399 0.598 -3.202 1.871
C -0.35402 -2.66130 -2.43588 -2.112 -0.849 2.492
C 0.55630 2.96140 -0.59058 0.179 0.524 -0.269
C -1.13152 0.60880 3.36114 -1.876 -1.572 1.551
C 0.91576 0.06087 0.24794 2.054 3.309 -1.965
C -0.00206 -0.10022 2.64533 1.681 2.128 1.537
C 0.52035 -3.19266 -1.26555 3.049 0.872 -2.839
H -1.09038 -3.43623 -2.80021 0.863 0.765 0.497
H 0.96531 3.81779 -1.17036 0.441 -0.481 0.621
H -0.98929 1.50577 3.91919 1.202 0.771 0.092
H -0.05800 -3.58614 -0.50781 -1.226 -1.068 1.557
H 2.08002 -1.51552 -1.36418 -1.025 -0.636 0.111
H 2.07067 0.10097 0.33942 -1.965 0.105 0.794
H -0.93009 -1.81734 -2.00130 0.003 -0.535 -0.530
H -0.06112 1.86352 -3.06226 -1.316 0.435 -0.530
H -0.58068 0.30588 -2.02422 0.954 1.622 -1.213
H -0.50446 3.23738 -0.66739 -0.023 -0.725 0.419
H 0.43412 1.61294 1.49733 -1.211 -2.047 -0.518
H -1.61417 -0.04171 4.16933 0.876 0.453 -1.186
H -1.71467 -0.29160 0.44235 0.738 0.647 0.380
H -0.23953 -1.10947 2.49821 -0.251 -1.421 -0.545
H 2.21140 -2.39650 0.15982 -2.135 0.305 -1.078
H 1.23762 -3.96371 -1.68301 -0.865 0.541 0.706
H -1.42903 1.46193 0.00441 -0.503 -1.454 2.451
H -2.45252 1.91633 2.12839 -0.387 -0.321 1.245
H 0.96236 -0.01497 3.23514 -0.858 -0.079 -1.177
H 0.16340 -2.29268 -3.25326 1.349 0.571 -1.526
H -3.02222 0.21639 2.30845 0.018 0.160 0.050
H 0.86243 0.44244 -3.18054 -0.338 0.389 1.296
H 0.94400 2.97842 0.48456 -0.449 0.464 -1.519
```
Positions in Å, forces in eV/Å.

## Properties
- lowest unoccupied orbital energy (eV) = -2.6
- energy relative to the best compared isomer or geometry (same formula, charge and spin) (kJ/mol) = 292.4
- HOMO energy (eV) = -11.86
- net charge = +1
- Kohn-Sham gap (eV) = 9.227
- DFT total energy (eV) = -27830.070

Atom charges from the Mulliken analysis, given in e for atoms 1 to 2: Cl -0.17; O -0.31